Entry 1:
This record from the OMol25 dataset describes a molecular structure, C4H8S at a distorted geometry. The level of theory is wB97M-V/def2-TZVPD.

```
! RIJCOSX wB97M-V def2-TZVPD def2/J DEFGRID3
* xyz 0 1
C -1.139 -1.194 -0.392
C -0.352 -0.317 0.593
C 1.080 0.112 0.064
C 0.781 1.460 -0.177
H -1.685 -0.520 -1.093
H -2.018 -1.918 0.343
H -0.164 -1.728 -1.023
H -1.113 0.313 1.027
H 0.165 -0.918 1.489
H -0.432 1.707 -0.244
H 1.285 2.215 0.815
H 1.362 1.812 -1.386
S 2.230 -1.025 -0.015
*
```

Energy relative to the best compared isomer or geometry (same formula, charge and spin): 466.00 kJ/mol
E_tot: -555.192442 a.u.
LUMO: -0.403 eV
F_max: 7.76 eV/A



Entry 2:
This record from the OMol25 dataset describes C4H8S2 in the gas phase at a distorted geometry. The level of theory is wB97M-V/def2-TZVPD.

```
! RIJCOSX wB97M-V def2-TZVPD def2/J DEFGRID3
* xyz 0 1
C -2.320 -0.872 -0.143
C 0.325 -0.564 0.220
C 1.721 0.086 -0.117
C 1.438 1.543 0.002
H -3.220 -0.686 -0.615
H -1.868 -1.919 -0.362
H -2.521 -0.779 0.906
H 0.200 -0.532 1.268
H 0.371 -1.600 -0.126
H 2.324 2.240 -0.518
H 1.039 1.636 1.095
H 0.491 1.920 -0.635
S -1.053 0.309 -0.578
S 3.074 -0.781 -0.397
*
```

Energy relative to the best compared isomer or geometry (same formula, charge and spin): 212.02 kJ/mol
E_tot: -953.505878 a.u.
LUMO: -0.200 eV
SMILES: CSCC(C)=S
F_max: 3.55 eV/A